Entry from the OMol25 dataset: a single C14H15Cl2F3N2O2 molecule (the ωB97M-V functional and the def2-TZVPD basis).

```
38
Properties=species:S:1:pos:R:3:forces:R:3:nbo_charge:R:1
C 4.063314 1.318634 -0.068203 -0.152 -0.197 -0.112 -0.62
C 2.852892 0.600603 -0.669373 0.294 0.240 -0.230 -0.04
C 2.054181 1.515570 -1.595245 0.142 -0.247 0.024 -0.63
N 1.994315 0.054326 0.376314 -0.082 0.055 0.104 -0.42
C 1.301642 0.995359 1.244226 -0.083 0.080 0.189 -0.31
C -0.113185 1.346508 0.767081 0.375 -0.187 0.178 0.68
O -0.408787 2.471684 0.435040 -0.057 0.319 -0.066 -0.60
N -0.945831 0.268827 0.778547 0.143 -0.345 0.174 -0.65
C -2.272185 0.222855 0.364289 -0.573 0.068 -0.234 0.26
C -2.992274 1.382567 0.065084 0.204 0.082 0.068 -0.24
C -4.309924 1.323719 -0.337435 -0.172 -0.346 -0.028 -0.20
C -4.945840 0.096310 -0.449909 0.364 0.049 0.103 -0.07
Cl -6.593917 0.013945 -0.945243 -0.298 -0.003 -0.093 0.01
C -4.258911 -1.070975 -0.166329 0.070 0.158 0.026 -0.18
C -2.931462 -1.011163 0.234450 0.050 -0.004 0.014 -0.20
C -2.212177 -2.301783 0.520890 0.042 -0.292 -0.048 0.97
F -2.965059 -3.382970 0.283672 -0.287 -0.029 -0.077 -0.32
F -1.817232 -2.396939 1.802507 0.040 0.198 0.172 -0.32
F -1.107290 -2.449552 -0.235103 0.055 0.155 -0.138 -0.32
C 1.787435 -1.252074 0.623925 0.116 -0.054 0.014 0.67
O 1.002325 -1.613343 1.490718 0.014 -0.340 0.219 -0.65
C 2.544311 -2.294391 -0.176811 -0.053 -0.157 -0.021 -0.46
Cl 1.934399 -2.336510 -1.856772 -0.001 -0.097 -0.055 -0.04
H 4.785731 1.523721 -0.853246 0.090 0.072 -0.069 0.22
H 3.784802 2.266403 0.384660 -0.008 0.115 0.059 0.21
H 4.539719 0.697035 0.686738 0.088 -0.038 0.066 0.21
H 3.214153 -0.236858 -1.265923 -0.047 0.079 0.116 0.22
H 1.670102 2.385451 -1.070432 -0.031 0.106 0.066 0.23
H 2.693728 1.855886 -2.405058 0.065 0.062 -0.095 0.22
H 1.216149 0.971785 -2.025088 -0.104 -0.024 -0.062 0.22
H 1.873912 1.919728 1.302794 -0.130 -0.053 -0.030 0.23
H 1.229230 0.546976 2.240874 0.065 0.122 -0.120 0.25
H -0.520373 -0.591396 1.129206 -0.016 0.192 -0.041 0.45
H -2.500087 2.336600 0.150142 -0.025 -0.014 0.004 0.26
H -4.846443 2.231843 -0.561334 -0.062 0.080 -0.023 0.23
H -4.752284 -2.025518 -0.258971 -0.016 -0.036 -0.006 0.25
H 3.618289 -2.114884 -0.205502 -0.071 0.007 -0.023 0.23
H 2.332623 -3.267977 0.264833 0.051 0.222 -0.023 0.26
```
Forces are in eV/Å.

HOMO level in eV: -8.7006
Charge: 0
SMILES: CC(C)N(CC(=O)Nc1ccc(Cl)cc1C(F)(F)F)C(=O)CCl
LUMO in Ha: 0.02072
HOMO-LUMO gap in eV: 9.26